51
Properties=species:S:1:pos:R:3 method="wB97M-V/def2-TZVPD" gap_ev=8.49 total_energy_ha=-2107.731913 smiles="Cc1ccc(NC(=O)CSc2nnc3ccccn23)cc1S(=O)(=O)N1CCOCC1" e_lumo_ev=0.030 de_lowest_kcal_mol=57.6 homo_energy_ev=-8.459
H 5.5431 4.8127 -0.8995
H 2.0711 -1.1056 0.8353
C 4.2256 3.4884 0.1046
C -3.1958 0.6615 1.3883
O -2.6377 1.0189 -2.3477
C -4.4679 0.3763 2.1904
H 3.5483 4.2327 0.4863
C 5.3158 3.7878 -0.6530
H 6.5277 0.6328 -1.1865
C -0.1543 -3.2010 -0.5020
C -2.0839 -1.9205 -1.2238
H -4.8324 -0.6314 1.9375
H -2.7615 1.6229 1.6966
H -3.4901 -1.0739 -2.5714
C 3.9667 2.1366 0.3994
H -4.7733 1.6560 -1.3557
N 3.0112 1.5601 1.0916
S 4.9875 -1.5731 0.0398
H 3.8338 -2.0204 2.0817
H -1.8994 -4.0434 -1.3788
H -3.7339 -2.8068 -2.2496
H 7.0317 3.0247 -1.7316
C 5.9229 1.4617 -0.8536
H -4.2690 0.4342 3.2614
O -1.2865 1.8404 -0.4732
C 2.6594 -3.0323 0.5450
C -1.4176 -3.1312 -1.0595
H 0.3443 -4.1505 -0.3971
N 1.7562 -2.0254 0.4965
H -4.1748 -1.5858 -1.0418
O 2.4897 -4.1674 0.1602
N 3.2194 0.2458 1.0611
H -6.5487 2.1366 0.4349
C 6.1736 2.7640 -1.1347
C -1.4204 -0.7731 -0.8044
O -5.4695 1.3274 1.9234
C -5.7867 1.3648 0.5508
C 3.9843 -2.5965 1.1701
H -6.1946 0.3927 0.2353
C 0.4874 -2.0388 -0.0788
H -2.4584 -0.1278 1.5440
H 4.5913 -3.4803 1.3636
C -3.4532 -1.8517 -1.8128
H -4.1829 2.6936 -0.0282
N -3.5405 0.6865 -0.0186
C -4.5525 1.6915 -0.2893
S -2.1712 0.8400 -1.0023
C -0.1653 -0.8162 -0.2358
C 4.3011 -0.0082 0.3570
H 0.2946 0.1105 0.0733
N 4.8352 1.1604 -0.0984

60
Properties=species:S:1:pos:R:3 method="wB97M-V/def2-TZVPD" gap_ev=5.14 total_energy_ha=-4164.353564 e_lumo_ev=2.899 de_lowest_kcal_mol=23.0 homo_energy_ev=-2.240 charge=-2
H -3.1406 -4.4984 0.6318
C 4.8348 0.0453 -1.5165
O -1.2354 3.3287 -1.1159
C -2.0844 -3.9435 2.2732
H -0.0003 5.0250 -2.6116
S 0.5390 1.5298 1.9001
H -4.8615 -4.2322 2.3440
O -2.6170 -2.5792 -1.3049
N 2.2383 2.8074 -1.4183
N -3.0963 -3.2627 2.8800
C -2.5170 -1.1897 0.6756
H 3.9489 0.5288 -3.4223
H -2.2598 0.8417 0.2965
O 0.8633 -2.4267 0.8064
H -4.2158 -0.5642 1.7713
N -2.4637 -4.8546 1.2923
Ti 0.2226 -0.1024 0.1902
H -2.8205 -2.4396 3.4206
C -0.1806 2.7368 -1.1728
H -5.0241 -2.6756 3.1469
H 4.2368 5.0266 -2.9905
C 3.2653 -0.4592 0.2000
C -4.6925 -2.5282 1.0266
C 6.1967 0.2079 -1.9615
H 5.3842 -0.4319 0.5133
N 7.2869 0.3168 -2.3051
H -0.6904 -3.1434 3.3020
C -4.0299 -1.1579 0.8714
C 3.3370 3.4102 -1.8668
O 0.9326 6.9620 -3.9283
C -4.4607 -3.2151 2.3837
H 1.6334 0.2048 -2.5445
H -5.7767 -2.4071 0.9293
C 2.4986 0.0476 -1.9154
S 0.6728 0.8003 3.8587
S -2.6308 0.0032 4.2630
S -0.6938 -0.6753 4.2714
O 0.7031 -1.2270 1.6035
O 3.1753 6.8531 -4.2018
H 2.9839 -0.7226 1.2118
H 0.2784 -3.0548 1.3125
C 3.7821 0.2276 -2.3991
C -2.0189 -1.7354 -0.6631
N 2.2526 -0.2942 -0.6547
N -1.8661 0.1033 0.8763
N -0.8294 -3.8128 2.5460
H -4.3889 -3.1586 0.1898
H -1.9644 0.3812 1.8577
H -1.6403 -5.1918 0.8152
H 4.2804 2.9267 -1.6187
O -0.8648 -1.2239 -0.9952
C 2.1135 5.1763 -2.9221
C 2.0618 6.4545 -3.7995
C 0.9648 4.5784 -2.4199
C 4.5783 -0.2985 -0.1928
C 1.0735 3.4017 -1.6873
O -0.0708 1.4600 -0.8660
H -4.4780 -0.6280 0.0247
C 3.3271 4.5741 -2.6184
H -2.0530 -1.8251 1.4267

52
Properties=species:S:1:pos:R:3 method="wB97M-V/def2-TZVPD" multiplicity=2 gap_ev="5.94 / 6.46" total_energy_ha=-3239.021972 e_lumo_ev="-4.168 / -4.493" de_lowest_kcal_mol=21.9 homo_energy_ev="-10.105 / -10.955" charge=+1
C -0.8158 -0.3402 2.6211
C 4.2477 1.2285 -2.2042
H -1.2059 -1.9972 5.5241
C 1.4352 -1.9059 -2.2593
H -1.9638 2.1899 3.3863
H -2.3989 5.1661 -1.9592
C -0.3926 4.4924 -1.4908
N 2.5214 0.0021 -1.1467
C -0.6652 2.0422 -1.2607
H 0.0779 5.0931 -2.2671
N -0.3603 -1.3429 1.8473
H 4.6704 0.6356 -4.2366
H -3.7410 -6.2040 -0.3414
H -0.6087 3.0034 -3.0137
Ti -0.3271 -0.8240 -0.1653
C -3.2268 -5.3239 0.0394
C -1.7392 5.0793 -1.0946
N -0.7464 0.9916 0.6867
S -0.8744 0.4944 -2.0920
N 0.5150 -2.1312 -1.3477
N -0.0430 -3.4034 -1.3851
C 3.1340 -0.5502 -3.3612
H -1.5231 0.2641 4.5433
N -0.4929 3.1306 -2.0218
S -2.2945 -2.3316 -0.2539
O 2.2101 0.1633 1.1223
H -3.8309 -4.4454 -0.1716
H -0.2572 -3.8152 4.0971
C -0.1638 -2.5561 2.3771
H 0.2776 4.4619 -0.6350
N -0.6773 2.2110 0.0450
C -1.2239 -3.5620 -0.8355
S -1.6575 -5.2571 -0.8416
H -3.0708 -5.4259 1.1099
C 3.4669 0.9682 -1.1186
H -0.2013 2.2882 3.4794
H -1.0641 3.0965 2.1538
C -0.9113 0.9908 1.9672
H 2.9855 -1.1761 -4.2308
H 4.9868 2.0146 -2.1594
H -1.6032 6.0755 -0.6703
H 0.2091 -3.3208 1.7089
C -0.4357 -2.8258 3.7000
C -0.9508 -1.8099 4.4884
C 4.0681 0.4511 -3.3562
H 1.5346 -2.6192 -3.0676
C 2.3345 -0.7898 -2.2353
H -2.2258 4.4513 -0.3479
C -1.0486 2.2198 2.7904
C -1.1369 -0.5490 3.9452
H 3.5303 1.4968 -0.1787
C 1.6735 -0.1956 0.1171

47
Properties=species:S:1:pos:R:3 method="wB97M-V/def2-TZVPD" gap_ev=8.58 total_energy_ha=-1242.867778 smiles="Cc1c(C)c2ccc(OCC(=O)N3CCC(C(=O)O)CC3)cc2oc1=O" e_lumo_ev=0.245 de_lowest_kcal_mol=4.9 homo_energy_ev=-8.339
C 2.8652 0.0498 1.3997
H -1.4524 1.9793 0.7872
H 5.6355 -1.9537 0.7500
H 5.0618 1.0347 1.7208
H -4.7639 -2.8103 -1.1441
O 5.7703 -1.1219 0.2685
C -5.2792 -2.3900 -0.2816
C -3.4502 -0.7073 0.1755
C -5.2714 1.4384 0.1189
H 6.5083 1.2530 -0.1053
H 1.6791 1.3329 -0.6363
C -3.0543 0.6247 0.3819
C 4.7715 -0.9015 -0.5797
C 5.4832 1.5084 -0.3680
C -5.7242 0.0646 -0.0934
C 4.8840 0.4415 -1.2881
H -7.3905 -0.5264 -1.3097
H -5.0268 -2.9916 0.5904
H -7.6571 -0.7065 0.4297
H -0.4044 -2.1651 0.4800
C -0.7603 -0.0452 0.6711
H 3.5871 1.5905 -2.5915
C -1.7288 0.9506 0.6267
O -5.9893 2.4101 0.1039
N 3.2996 1.0903 0.6625
C -1.1370 -1.3748 0.4596
O 0.5066 0.3741 0.9109
C -7.1964 -0.0825 -0.3345
H 1.6794 -1.1230 0.0567
O 3.8952 -1.7037 -0.7809
C -4.8479 -0.9723 -0.0675
H 2.9575 0.0064 -2.1247
C 1.5334 -0.5933 1.0091
O 3.5015 -0.4033 2.3331
C -2.4554 -1.6893 0.2204
O -3.9415 1.6422 0.3499
H -7.6535 0.9033 -0.3025
H 5.5411 0.2797 -2.1490
C 2.7444 1.5420 -0.5921
H 2.8740 2.6280 -0.6240
H 4.5475 2.6621 1.2287
H 1.3044 -1.3251 1.7925
H -6.3477 -2.4569 -0.4507
H -2.7197 -2.7224 0.0633
H 5.4954 2.4566 -0.9077
C 4.6292 1.6189 0.9071
C 3.4966 0.8843 -1.7667

49
Properties=species:S:1:pos:R:3 method="wB97M-V/def2-TZVPD" gap_ev=8.35 total_energy_ha=-2039.132231 smiles="COc1ccc(S(=O)(=O)Oc2ccc(C(=S)N3CCOCC3)cc2OC)cc1" e_lumo_ev=0.428 de_lowest_kcal_mol=32.6 homo_energy_ev=-7.924
H -2.6317 -0.4837 1.8827
H 1.8051 -0.5467 2.2597
H 6.2903 -1.3086 0.8813
H -8.2056 -0.0817 -0.7355
C -0.6239 1.5001 -0.7032
H -4.9401 -2.0039 0.5588
C 5.7577 -0.5727 0.3012
S -4.7400 2.6729 0.5642
C -2.7392 0.9231 0.2599
C -2.0836 0.0706 1.1362
C 6.3746 0.6144 -0.0963
H -5.0197 -0.7433 -2.2339
H -5.1915 -2.4835 -1.8585
H 6.1523 2.4563 -1.1511
H 8.5696 -0.8919 0.4305
H -3.5613 -1.2960 -0.3271
C -4.6362 -1.2392 -0.1642
C 8.4445 0.0657 0.9441
C 1.1231 -1.3714 2.0366
C -7.1205 -0.0822 -0.8429
C 5.6539 1.5478 -0.8539
O 7.6485 0.9548 0.1917
H -2.4906 2.3292 -1.3380
O -0.2253 -0.9475 2.0511
C 0.0359 0.6503 0.1770
C -0.6965 -0.0897 1.1150
H -6.6700 1.2012 0.8483
O 1.4226 0.5819 0.1069
S 2.0516 -0.1670 -1.1981
H -6.8237 0.6939 -1.5639
H 9.4134 0.5521 1.0402
O 1.6719 0.5337 -2.3831
N -5.0078 0.0605 0.3529
H 1.3872 -1.8171 1.0746
O -6.7696 -1.3586 -1.3305
H 8.0242 -0.1036 1.9396
H -0.0293 2.0391 -1.4228
H 1.1877 -2.1229 2.8234
C -5.3777 -1.4733 -1.4912
H 3.9450 -1.7273 0.2344
C 3.7509 0.1160 -0.7989
C -4.1943 1.1275 0.3619
O 1.7245 -1.5595 -1.1103
H 3.7714 1.9952 -1.7912
H -6.7796 -0.5422 1.2394
C 4.4414 -0.8146 -0.0532
C -1.9931 1.6507 -0.6634
C -6.4412 0.1928 0.5020
C 4.3450 1.2982 -1.2026